1.
DFT (the ωB97M-V functional and the def2-TZVPD basis) results for an isolated molecule of C5H8OS2 in a non-equilibrium geometry.

```
16
Properties=species:S:1:pos:R:3:mulliken_charge:R:1
C 1.39 0.58 1.58 -1.35
C 0.70 0.72 0.29 0.12
O -0.81 1.03 0.33 -0.45
C -1.43 -0.25 0.47 -0.37
C -0.83 -0.87 -0.89 -0.17
S -1.71 -0.04 -2.36 -0.21
C 0.65 -0.44 -0.72 0.08
S 1.81 -0.92 -1.83 -0.17
H 2.34 0.52 1.37 0.47
H 1.30 1.54 2.08 0.33
H 1.10 -0.32 2.15 0.31
H 0.93 1.61 -0.12 0.38
H -2.55 -0.13 0.61 0.31
H -1.16 -0.84 1.45 0.18
H -1.12 -1.93 -1.23 0.38
H -0.62 -0.26 -3.20 0.15
```

Values from the calculation:
Energy above the lowest of the compared OMol25 structures with the same formula, charge and spin, eV: 2.835
Multiplicity: 1
HOMO-LUMO gap, eV: 7.98


2.
DFT (the ωB97M-V functional and the def2-TZVPD basis) results for an isolated molecule of C5H8OS2 in a non-equilibrium geometry.

```
16
Properties=species:S:1:pos:R:3:mulliken_charge:R:1
S -2.75 -0.63 -0.42 -0.23
C -1.38 0.75 -0.11 -0.52
C -0.73 0.36 1.20 -0.81
C -0.02 0.29 -0.11 0.81
C 1.20 0.98 -0.75 -0.62
S 2.55 -0.20 -0.30 -0.18
C 1.40 -1.47 0.21 -0.30
O 0.18 -1.12 -0.47 -0.34
H -2.38 -0.50 -1.97 0.15
H -1.94 1.79 -0.37 0.30
H -0.99 -0.71 1.69 0.28
H -0.65 1.18 2.09 0.20
H 1.41 1.86 -0.20 0.39
H 0.97 1.14 -1.86 0.28
H 1.80 -2.46 -0.01 0.35
H 1.34 -1.26 1.39 0.23
```

Values from the calculation:
Energy above the lowest of the compared OMol25 structures with the same formula, charge and spin, eV: 4.086
Multiplicity: 1
HOMO-LUMO gap, eV: 9.29


3.
DFT (the ωB97M-V functional and the def2-TZVPD basis) results for an isolated molecule of C5H8OS2 in a non-equilibrium geometry.

```
16
Properties=species:S:1:pos:R:3:mulliken_charge:R:1
C 2.37 -0.81 0.97 -0.78
C 1.84 -0.18 -0.37 -0.76
C 0.43 0.41 -0.39 0.26
S 0.36 2.15 -0.13 -0.25
S -0.75 -0.69 -0.99 0.00
C -2.20 0.40 -0.93 -0.53
C -2.91 0.14 0.46 0.13
O -4.04 0.06 0.87 -0.44
H 1.60 -1.54 1.26 0.30
H 2.59 0.03 1.63 0.26
H 3.45 -1.23 0.77 0.26
H 2.39 0.79 -0.38 0.29
H 2.01 -0.83 -1.31 0.37
H -2.02 1.47 -1.12 0.38
H -2.95 -0.17 -1.61 0.26
H -2.16 0.02 1.27 0.25
```

Values from the calculation:
Energy above the lowest of the compared OMol25 structures with the same formula, charge and spin, eV: 2.268
Multiplicity: 1
HOMO-LUMO gap, eV: 8.16


4.
DFT (the ωB97M-V functional and the def2-TZVPD basis) results for an isolated molecule of C5H8S in a non-equilibrium geometry.

```
14
Properties=species:S:1:pos:R:3:mulliken_charge:R:1
C 1.16 1.25 1.35 -0.81
C 0.04 0.55 0.91 -0.52
C -0.09 -0.85 0.45 0.10
S -1.70 -1.51 0.99 -0.22
C 0.10 -0.88 -1.06 -0.40
C -0.12 0.15 -1.82 -0.58
H 2.11 0.87 1.23 0.29
H 1.06 2.22 1.78 0.27
H -0.88 1.11 0.73 0.43
H 0.75 -1.36 0.95 0.35
H -2.47 -0.95 -0.02 0.16
H 0.34 -1.89 -1.41 0.31
H -0.19 0.24 -2.88 0.29
H -0.13 1.05 -1.22 0.33
```

Values from the calculation:
Energy above the lowest of the compared OMol25 structures with the same formula, charge and spin, eV: 1.992
Multiplicity: 1
HOMO-LUMO gap, eV: 10.00


5.
DFT (the ωB97M-V functional and the def2-TZVPD basis) results for an isolated molecule of C5H8S in a non-equilibrium geometry.

```
14
Properties=species:S:1:pos:R:3:mulliken_charge:R:1
C 0.02 -1.57 -0.52 -0.70
S -1.58 -1.27 0.45 -0.15
C -1.27 0.52 0.83 -0.68
C -0.21 0.80 -0.17 0.01
C 1.26 1.12 -0.36 -0.49
C 0.83 -0.32 -0.07 -0.15
H 0.51 -2.43 -0.07 0.34
H -0.19 -1.78 -1.57 0.36
H -2.18 1.09 0.68 0.34
H -0.97 0.59 1.89 0.30
H -0.69 0.75 -1.15 0.17
H 1.54 1.50 -1.33 0.24
H 1.83 1.55 0.43 0.23
H 1.08 -0.55 0.96 0.16
```

Values from the calculation:
Energy above the lowest of the compared OMol25 structures with the same formula, charge and spin, eV: 2.430
Multiplicity: 1
HOMO-LUMO gap, eV: 9.62


6.
DFT (the ωB97M-V functional and the def2-TZVPD basis) results for an isolated molecule of C5H8S in a non-equilibrium geometry.

```
14
Properties=species:S:1:pos:R:3:mulliken_charge:R:1
C 1.58 1.62 0.31 -1.19
C 0.63 0.40 0.23 -0.06
C -0.70 0.58 0.06 -0.33
C -1.57 -0.61 -0.43 0.39
C -0.76 -1.89 -0.18 -1.15
S -3.07 -0.39 -1.05 -0.27
H 2.58 1.22 0.23 0.33
H 1.31 2.34 -0.52 0.32
H 1.53 2.07 1.31 0.29
H 1.05 -0.53 0.37 0.32
H -1.01 1.64 -0.11 0.34
H 0.17 -1.89 -0.70 0.33
H -0.45 -1.73 0.86 0.37
H -1.28 -2.83 -0.38 0.31
```

Values from the calculation:
Energy above the lowest of the compared OMol25 structures with the same formula, charge and spin, eV: 1.422
Multiplicity: 1
HOMO-LUMO gap, eV: 8.18


7.
DFT (the ωB97M-V functional and the def2-TZVPD basis) results for a 2-piece molecular cluster, C5H9BCl2 overall in a non-equilibrium geometry.

```
17
Properties=species:S:1:pos:R:3:mulliken_charge:R:1
C 1.01 -0.82 1.11 -0.28
C 1.20 0.36 1.08 -0.21
C 1.20 1.84 0.92 -0.55
B -0.14 2.27 0.14 0.11
C -1.51 1.89 0.85 -0.87
H 0.64 -1.81 1.06 0.51
H 1.13 2.32 1.91 0.24
H 2.10 2.15 0.39 0.28
H -0.10 2.88 -0.88 -0.07
H -2.33 1.94 0.13 0.24
H -1.43 0.88 1.28 0.32
H -1.70 2.56 1.70 0.30
Cl 0.52 -4.74 -1.25 -0.16
C -0.06 -3.29 -2.08 -0.34
Cl 0.00 -1.87 -1.03 -0.09
H 0.56 -3.12 -2.95 0.28
H -1.09 -3.46 -2.39 0.29
```

Values from the calculation:
Multiplicity: 1
HOMO-LUMO gap, eV: 10.13


8.
DFT (the ωB97M-V functional and the def2-TZVPD basis) results for a 2-piece molecular cluster, C5H9BN2O2 overall in a non-equilibrium geometry.

```
19
Properties=species:S:1:pos:R:3:mulliken_charge:R:1
B -2.28 0.00 -0.09 0.47
C 0.24 0.00 -0.07 0.25
C 0.99 -1.21 0.08 0.56
C 1.14 0.98 -0.15 -0.18
C 0.39 -2.59 0.06 -1.07
C 0.99 2.47 -0.14 -1.04
N 2.27 -0.96 0.17 -0.80
N 2.39 0.40 -0.05 0.15
O -2.87 -1.17 -0.33 -0.38
O -2.80 1.19 0.39 -0.44
H 0.51 -3.29 0.99 0.24
H -0.61 -2.57 -0.07 0.28
H 0.92 -3.07 -0.73 0.30
H 1.76 3.04 0.46 0.33
H 1.06 2.78 -1.25 0.23
H 0.06 2.83 0.43 0.21
H 3.14 1.01 0.22 0.24
H -3.66 -1.42 0.08 0.32
H -3.63 1.58 0.01 0.33
```

Values from the calculation:
Energy above the lowest of the compared OMol25 structures with the same formula, charge and spin, eV: 3.602
Multiplicity: 1
HOMO-LUMO gap, eV: 8.34


9.
DFT (the ωB97M-V functional and the def2-TZVPD basis) results for an isolated ion of composition C5H9BN3O3S and charge +1 in a non-equilibrium geometry.

```
22
Properties=species:S:1:pos:R:3:mulliken_charge:R:1
C 0.65 -0.88 2.32 0.22
C 0.12 -0.77 1.26 -1.19
C -0.55 -0.61 -0.03 0.78
B -1.70 -1.75 -0.12 0.48
O -2.83 -1.58 0.60 -0.50
O -1.58 -2.84 -0.91 -0.50
N 0.46 -0.73 -1.12 -0.39
C 1.36 0.32 -0.92 0.40
N 2.60 0.04 -0.66 -0.28
N 0.87 1.58 -0.98 -0.34
C -0.30 1.73 -0.01 -0.07
S -1.08 3.30 -0.46 -0.19
O -1.18 0.67 -0.17 -0.32
H 0.85 -1.03 3.35 0.50
H -2.75 -0.83 1.20 0.32
H -0.68 -3.19 -0.96 0.33
H -0.01 -0.57 -2.01 0.33
H 2.92 -0.90 -0.85 0.29
H 3.21 0.73 -0.24 0.24
H 1.60 2.23 -0.70 0.30
H 0.09 1.81 0.99 0.41
H -2.09 3.26 0.42 0.17
```

Values from the calculation:
Multiplicity: 1
Charge: +1
HOMO-LUMO gap, eV: 9.10


10.
DFT (the ωB97M-V functional and the def2-TZVPD basis) results for a 2-piece molecular cluster, C5H9BrF3N3O3S2 overall in a non-equilibrium geometry.

```
26
Properties=species:S:1:pos:R:3:mulliken_charge:R:1
S -0.53 -3.95 0.07 -0.22
C -1.61 -2.78 -0.92 -0.05
C -2.57 -2.04 0.10 -0.67
C -2.86 -0.52 -0.22 -0.56
N -2.29 -0.02 -1.51 -0.39
C -0.93 -0.53 -1.52 0.54
N 0.05 0.31 -1.28 -0.25
Br -0.37 2.12 -1.01 0.17
N -0.76 -1.91 -1.76 -0.25
H -0.66 -3.64 1.40 0.18
H -2.21 -3.45 -1.60 0.35
H -2.18 -2.17 1.14 0.31
H -3.56 -2.58 0.06 0.29
H -2.38 0.09 0.61 0.25
H -3.96 -0.34 -0.18 0.39
H -2.84 -0.43 -2.26 0.31
H 1.02 -0.02 -1.25 0.26
H 0.22 -2.19 -1.79 0.31
C 4.02 3.72 1.29 0.60
F 3.99 4.64 2.27 -0.23
F 3.56 4.34 0.18 -0.24
F 5.31 3.45 1.06 -0.23
S 3.04 2.20 1.72 1.15
O 1.68 2.68 1.93 -0.67
O 3.67 1.68 2.92 -0.67
O 3.17 1.33 0.55 -0.69
```

Values from the calculation:
Multiplicity: 1
HOMO-LUMO gap, eV: 6.60


11.
DFT (the ωB97M-V functional and the def2-TZVPD basis) results for a 2-piece molecular cluster, C5H9BrN3 overall in a non-equilibrium geometry.

```
18
Properties=species:S:1:pos:R:3:mulliken_spin:R:1
C 0.30 0.00 -1.61 0.45
C 0.75 0.95 2.01 0.01
C -0.73 -1.89 -2.73 0.27
C 1.56 -0.02 -1.11 0.69
C -1.69 0.97 1.35 0.00
N -0.66 -0.93 -1.90 0.33
N -0.30 0.94 1.52 0.04
N 1.83 1.00 2.69 0.01
Br 2.61 1.45 -0.64 0.10
H -0.12 0.93 -1.80 0.02
H -1.68 -2.42 -2.78 0.03
H 0.03 -2.10 -3.50 0.03
H 2.06 -0.93 -0.91 0.02
H -1.96 1.74 0.51 0.00
H -2.28 0.13 1.15 0.00
H -2.11 1.37 2.22 0.00
H 2.68 0.81 2.01 0.01
H 2.10 1.47 3.60 0.00
```

Values from the calculation:
Energy above the lowest of the compared OMol25 structures with the same formula, charge and spin, eV: 1.819
Multiplicity: 3
Charge: +1
HOMO-LUMO gap (spin up / spin down), eV: 4.57 / 7.87


12.
DFT (the ωB97M-V functional and the def2-TZVPD basis) results for C5H9BrSi as an isolated structure in a non-equilibrium geometry.

```
16
Properties=species:S:1:pos:R:3:mulliken_charge:R:1
C 0.26 -0.03 -1.20 -0.51
C -2.59 -0.65 -1.15 -0.15
C 0.50 -1.18 -0.30 -0.49
C 0.54 0.72 1.36 -1.29
C 1.08 0.08 0.10 0.14
Si -1.50 0.89 -1.24 0.41
Br -2.90 -1.40 -2.81 -0.04
H -0.37 -1.62 0.21 0.30
H 0.60 0.89 -1.65 0.38
H 1.18 -1.92 -0.88 0.18
H -0.51 0.42 1.53 0.32
H 0.46 1.82 1.15 0.26
H 1.39 0.74 2.03 0.39
H 2.14 0.35 -0.09 0.38
H -1.71 1.83 -0.06 -0.11
H -1.36 1.80 -2.37 -0.17
```

Values from the calculation:
Energy above the lowest of the compared OMol25 structures with the same formula, charge and spin, eV: 6.812
Multiplicity: 1
HOMO-LUMO gap (spin up / spin down), eV: 7.34 / 7.26


13.
DFT (the ωB97M-V functional and the def2-TZVPD basis) results for C5H9CdMgO4 as an isolated structure in a non-equilibrium geometry.

```
20
Properties=species:S:1:pos:R:3:mulliken_spin:R:1
O -0.59 -1.69 -0.25 -0.04
C -1.94 -1.70 0.12 0.01
C -2.38 -0.28 0.44 0.03
O -2.01 0.49 -0.70 -0.05
C -2.94 1.48 -1.10 0.03
Mg -0.07 0.26 -1.52 0.93
H -2.20 -2.34 0.98 0.00
H -2.54 -2.08 -0.72 0.00
H -1.88 0.16 1.31 0.00
H -3.45 -0.25 0.66 0.01
H -2.41 2.40 -1.36 -0.02
H -3.48 1.10 -1.98 0.00
H -3.66 1.67 -0.29 0.01
O 2.86 -1.09 1.39 0.00
C 3.47 -0.04 1.00 0.00
C 2.62 0.83 0.08 0.03
O 1.30 0.40 -0.12 0.05
Cd 1.00 -1.33 0.71 0.01
H 3.19 0.93 -0.86 0.00
H 2.62 1.85 0.54 0.00
```

Values from the calculation:
Energy above the lowest of the compared OMol25 structures with the same formula, charge and spin, eV: 0.849
Multiplicity: 2
HOMO-LUMO gap (spin up / spin down), eV: 5.91 / 6.47


14.
DFT (the ωB97M-V functional and the def2-TZVPD basis) results for an isolated molecule of C5H9Cl in a non-equilibrium geometry.

```
15
Properties=species:S:1:pos:R:3:mulliken_charge:R:1
C 0.57 -1.86 0.08 -1.20
C 0.17 -0.39 -0.27 0.15
C 1.49 0.43 -0.25 -1.26
C -1.09 0.16 -0.17 0.94
C -1.59 1.45 0.07 -1.12
Cl -2.31 -1.04 -0.19 -0.26
H -0.20 -2.55 0.22 0.40
H 1.53 -2.25 -0.44 0.27
H 0.90 -1.58 1.19 0.27
H 2.15 0.23 -1.11 0.32
H 1.42 1.51 -0.25 0.36
H 2.18 0.18 0.64 0.27
H -2.26 1.67 0.97 0.31
H -0.84 2.24 0.35 0.27
H -2.12 1.82 -0.84 0.27
```

Values from the calculation:
Energy above the lowest of the compared OMol25 structures with the same formula, charge and spin, eV: 1.562
Multiplicity: 1
HOMO-LUMO gap, eV: 9.50